Record 1
ORCA calculation (ωB97M-V with the def2-TZVPD basis set) on HNO in the gas phase at a distorted geometry.

Results
HOMO (alpha / beta) = -11.02 / -10.85 eV
E_tot = -3548.557 eV
energy relative to the best compared isomer or geometry (same formula, charge and spin) = 228.7 kJ/mol
structure (SMILES) = N=O
LUMO (alpha / beta) = -1.7770 / -1.9856 eV
spin multiplicity = 1

```
3
HNO | the OMol25 dataset | ωB97M-V with the def2-TZVPD basis set
N 0.4016 0.0306 -0.8575
O 0.3716 -1.3182 -1.5043
H 0.0121 0.1867 0.1136
```

***

Record 2
ORCA calculation (ωB97M-V with the def2-TZVPD basis set) on a molecular structure, C29H23GeHgN2O2.

Results
net charge = -2
HOMO (alpha / beta) = 0.39 / -0.64 eV
E_tot = -98209.249 eV
energy relative to the best compared isomer or geometry (same formula, charge and spin) = 0.0 kJ/mol
LUMO (alpha / beta) = 4.6786 / 4.6717 eV
spin multiplicity = 2

```
58
C29H23GeHgN2O2 | the OMol25 dataset | ωB97M-V with the def2-TZVPD basis set
C 2.4636 -3.4904 2.8084
H -2.7944 -5.0525 0.0934
H 5.0676 2.5365 -5.6498
C 2.4145 -0.8816 1.9006
C -0.4766 0.1657 4.1463
C -1.5063 2.6829 3.6478
H -2.8303 -1.1854 3.1594
H 0.3606 -3.5085 2.4135
C 1.9124 3.5196 -4.9690
H -0.0592 -0.8161 4.3527
C -0.7136 1.0370 5.2036
H -4.5359 -2.9412 3.3877
H 3.5641 4.5255 -5.9222
N -0.5085 3.5867 -3.3997
O -2.6760 -2.9920 -4.0770
C 0.0220 2.4093 -3.8584
C -0.7539 0.5253 2.8256
C 1.2161 -1.6016 1.9179
Hg -0.5178 -1.0022 -2.0765
C 3.6097 -1.4410 2.3290
C -2.6638 -1.9456 -3.6198
C 3.2117 3.6197 -5.4443
C -2.0096 2.0274 -3.2495
H -2.4256 4.1100 -2.5608
H 2.4737 -4.5179 3.1572
H -1.4917 2.0822 1.5717
H 2.4126 0.1403 1.5324
C 4.0385 2.4943 -5.2997
C -0.6973 0.2735 -0.3274
C -2.8090 -2.0351 2.4852
H 0.1641 0.9473 -0.4971
H 4.2200 0.4766 -4.6042
H -2.8877 1.4371 -3.0449
C 1.3992 2.3707 -4.3671
H 0.0155 4.4295 -3.2574
H -1.9065 3.6708 3.4443
H -0.4903 0.7316 6.2208
H -4.5243 -4.8970 1.8652
C 2.2191 1.1789 -4.2324
N -0.8800 1.4512 -3.7785
C 3.5745 1.3405 -4.7223
O 1.8285 0.1065 -3.7245
C -2.7997 -4.2108 0.7769
C -1.8408 -3.2135 0.6513
H 4.5715 -3.2003 3.1114
H -1.4152 2.9889 5.7755
C -1.8079 3.3489 -3.0046
C -3.7753 -3.0276 2.6188
C -1.2720 1.8002 2.5980
C 1.2691 -2.9163 2.3791
C -1.8188 -2.1058 1.5050
C -1.2309 2.3033 4.9554
H 4.5229 -0.8570 2.2960
Ge -0.4447 -0.6894 1.2604
H -1.1061 -3.2844 -0.1447
C 3.6384 -2.7545 2.7852
H 1.2510 4.3722 -5.1104
C -3.7714 -4.1226 1.7664
```

***

Record 3
ORCA calculation (ωB97M-V with the def2-TZVPD basis set) on a molecular structure, C4H6FeO3 at a distorted geometry.

Results
net charge = +2
HOMO (alpha / beta) = -19.45 / -19.45 eV
E_tot = -44752.745 eV
energy relative to the best compared isomer or geometry (same formula, charge and spin) = 47.4 kJ/mol
LUMO (alpha / beta) = -11.0924 / -12.0762 eV
spin multiplicity = 5

```
14
C4H6FeO3 | the OMol25 dataset | ωB97M-V with the def2-TZVPD basis set
O 1.1267 0.7022 -0.1393
C 1.0750 -0.6150 -0.1096
C -0.1836 1.7317 -0.1769
O -0.0813 -1.1699 -0.1506
H 0.2162 -2.9068 0.9499
H 0.3846 -3.0753 -0.8418
Fe 3.1896 0.4401 -0.2218
O 2.1646 -1.1888 0.0428
H -1.7570 2.4393 0.2370
C -1.0328 1.7380 0.7948
H -1.1717 1.0483 1.6241
H -1.2420 -2.8299 -0.1065
H -0.1366 2.2381 -1.1380
C -0.1764 -2.6083 -0.0269
```

***

Record 4
ORCA calculation (ωB97M-V with the def2-TZVPD basis set) on a gas-phase ion, C8H14N3 (charge +1) at a distorted geometry.

Results
net charge = +1
HOMO = -11.55 eV
E_tot = -12984.755 eV
energy relative to the best compared isomer or geometry (same formula, charge and spin) = 304.4 kJ/mol
structure (SMILES) = CN1/C=C\C=[N+](\C)C/C(N)=C\1
LUMO = -3.9427 eV
spin multiplicity = 1

```
25
C8H14N3 | the OMol25 dataset | ωB97M-V with the def2-TZVPD basis set
H -2.0465 -0.7198 -0.7152
H -1.9302 0.4894 2.6620
C -0.9324 -2.9682 0.2314
H -1.9577 -2.6915 0.4992
H -2.2165 -0.8852 1.7130
C 1.0572 3.1541 -0.6126
C -1.0639 -0.5587 -0.3591
H 2.9117 -0.7938 -0.8798
H 1.5825 -2.6227 -0.3366
H -0.8752 -3.8468 -0.4404
H 0.2039 3.7128 -0.4712
C 1.0333 -1.6740 -0.5692
H -0.4008 2.2734 1.4989
C -0.2298 1.5075 0.6987
N -0.2456 -1.7462 -0.2304
C 1.7992 -0.5270 -0.8278
C -0.9219 0.3752 0.7950
C 1.4161 0.8467 -0.9848
H 2.1528 1.3304 -1.5747
N -1.7850 0.0407 1.7621
N 0.7323 1.7296 -0.2934
H 1.8360 3.5024 0.1177
H 1.1459 3.2241 -1.7116
H -0.6804 0.0949 -1.1952
H -0.5851 -3.2472 1.2242
```

***

Record 5
ORCA calculation (ωB97M-V with the def2-TZVPD basis set) on C18H27N3O5 in the gas phase.

Results
HOMO = -7.64 eV
E_tot = -33812.378 eV
energy relative to the best compared isomer or geometry (same formula, charge and spin) = 247.5 kJ/mol
structure (SMILES) = CCOC(=O)N1CCN(CCC(=O)Nc2ccc(OC)cc2OC)CC1
LUMO = 0.6184 eV
spin multiplicity = 1

```
53
C18H27N3O5 | the OMol25 dataset | ωB97M-V with the def2-TZVPD basis set
C 1.7712 2.7165 -0.0610
C 4.9416 -1.3504 -0.2104
H -1.6772 -1.2169 -0.0428
H -0.1894 2.4613 1.8177
H 1.2392 -3.2215 -0.0748
H -2.6069 -1.4435 1.4564
H 3.5047 -2.8234 0.2865
C 1.0377 -2.5549 0.7693
H -3.7553 1.8916 0.2355
H 7.6165 -1.2836 0.2054
O 2.7702 3.4068 -0.0604
C 4.1308 0.8948 -0.4234
H -1.8642 2.3942 -1.3068
C -7.0865 -1.7897 -1.4837
C -0.6420 2.6318 0.8376
C -1.5205 0.4311 1.3342
H 1.6252 -2.8783 1.6340
O 1.3037 -1.2120 0.4411
C 3.6448 -1.7734 0.0923
C -2.3002 -0.7133 0.7047
H 0.0297 3.3689 -1.0883
H -2.1735 0.9496 2.0548
O -4.7784 -1.9345 0.7392
H -0.6563 0.0371 1.8760
N 1.7490 1.3646 -0.1018
C -4.6685 -0.8519 0.2117
H -4.0275 1.2007 -1.3719
H 4.3164 1.9380 -0.6142
O 5.8826 -2.3398 -0.2255
H 0.8318 0.9243 -0.0289
N -1.0324 1.3365 0.2980
H -1.6172 0.6671 -1.5853
C 0.3782 3.3434 -0.0534
C 5.1806 -0.0099 -0.4635
N -3.4997 -0.1882 0.0846
H 6.1687 0.3521 -0.6946
C 2.5993 -0.8733 0.1393
H -7.6953 -0.0090 -0.4019
C 2.8399 0.4900 -0.1296
H -8.0811 -2.2261 -1.4862
H 7.7780 -2.9168 -0.4869
H -1.5150 3.2898 0.9833
C -1.9369 1.4087 -0.8452
C 7.2105 -1.9882 -0.5275
O -5.6959 -0.1524 -0.3254
H 0.4947 4.3755 0.2801
H -6.3525 -2.5844 -1.3753
H -6.9193 -1.2780 -2.4288
C -3.3976 1.1402 -0.4818
H -0.0212 -2.5988 1.0186
H -7.0839 -1.3412 0.6274
H 7.2937 -1.5568 -1.5302
C -6.9600 -0.8128 -0.3234
```

***

Record 6
ORCA calculation (ωB97M-V with the def2-TZVPD basis set) on a molecular structure, C19H34EuN3O5P2 at a distorted geometry.

Results
net charge = +2
HOMO (alpha / beta) = -14.74 / -14.75 eV
E_tot = -72856.881 eV
energy relative to the best compared isomer or geometry (same formula, charge and spin) = 6.0 kJ/mol
LUMO (alpha / beta) = -10.0776 / -6.6806 eV
spin multiplicity = 7

```
64
C19H34EuN3O5P2 | the OMol25 dataset | ωB97M-V with the def2-TZVPD basis set
H -1.7429 2.5050 3.4598
H 4.2794 0.1845 -0.7430
Eu 0.8317 0.9526 -1.1274
C 1.2916 1.6319 1.6630
H -2.0429 -2.7119 -4.8733
H -4.5583 0.5370 -1.2417
C 2.5763 -3.1600 0.1723
H -3.2091 0.0486 4.5897
H 4.1032 -0.5202 0.8818
O -1.4078 -0.4820 1.9210
H 0.0432 -3.7242 -5.8333
P -2.0920 0.3531 -1.7128
H -1.2372 5.9301 -1.4387
C 2.6535 -1.8802 -2.4095
H -1.4687 1.5982 -3.7037
H 0.6473 -1.7716 3.2132
H 1.6955 -3.7341 -0.1551
H -2.1233 2.6681 -2.4387
O 2.1663 1.9149 0.7976
P 2.5148 -1.5124 -0.6215
H 2.3138 2.4889 3.1813
H -1.6691 1.9905 5.1488
H -1.1107 4.4505 -1.0366
N 0.1833 -1.4919 -2.6565
H 4.9884 -1.4500 -0.3956
C 1.2976 -2.1175 -3.1034
C -0.6110 0.3962 2.2770
C -1.0063 -1.7544 -3.2520
C -3.6080 0.4945 -0.6768
H 2.4933 -2.9929 1.2598
H -3.9095 1.6519 4.2418
N 0.1521 1.0025 1.3190
H -2.9592 -0.9613 -3.5882
H -0.3985 -0.2786 5.6848
N 1.4956 1.9270 2.9884
C 0.7458 -1.4227 4.2529
H -3.4949 1.4236 -0.0858
H 3.1241 -1.0091 -2.9252
H 2.2180 -3.2997 -4.6354
H -3.2445 1.6999 -3.4654
H -2.8158 -1.9253 -2.0828
H -1.3747 -1.1221 4.4530
C -3.1276 0.9390 3.9524
H 1.6942 -0.8775 4.3822
C -0.4539 -0.5511 4.6181
O -0.8247 5.0892 -1.7208
C 4.1443 -0.7685 -0.1949
C -2.3201 -1.1566 -2.7093
C -0.5406 0.7498 3.7745
C -1.7719 1.6195 4.1177
C -2.2712 1.7024 -2.9536
H 1.9500 3.6578 -3.1925
O 2.5238 3.0438 -3.7235
H 3.2736 -2.7830 -2.5579
H -3.2769 0.6461 2.9046
H 3.4907 -3.7320 -0.0476
C 1.2759 -2.9019 -4.2616
C -1.0767 -2.5649 -4.3922
H 2.6547 3.5489 -4.5578
H 0.7729 -2.3089 4.9040
O 1.0138 1.9951 5.1761
H -3.6301 -0.3492 0.0389
C 0.0770 -3.1278 -4.9248
C 0.6921 1.6022 4.0653
```